(1)
59
Properties=species:S:1:pos:R:3:mulliken_charge:R:1 method="wB97M-V/def2-TZVPD" e_above_lowest_ev=1.456 total_charge=+1 homo_energy_ev=-9.20 lumo_ev=-2.72 max_force_ev_per_a=3.56 energy_ha=-1761.00688
Ba -0.12210 0.15980 -0.22522 1.66
O 2.26476 -0.46501 0.20880 -0.51
C 2.95050 -0.20419 1.45522 -0.59
C 1.98100 -0.07155 2.60783 0.56
C 2.50088 0.00343 3.89112 -0.66
C 1.63078 0.16130 4.95249 -0.30
C 0.26854 0.24877 4.70223 -0.75
C -0.16488 0.17193 3.39496 -0.25
N 0.67182 0.00306 2.35508 -0.11
H 2.94469 -0.49881 -0.47513 0.25
H 3.51776 0.72394 1.37478 0.34
H 3.65112 -1.00967 1.66894 0.39
H 3.57105 -0.05925 4.05234 0.40
H 2.01101 0.22171 5.96494 0.42
H -0.44261 0.38375 5.50552 0.42
H -1.21481 0.26506 3.14041 0.42
C 3.82415 7.98877 1.00927 -1.60
C 2.34920 7.67824 1.11438 1.19
C 1.53602 8.46949 1.91955 -0.90
C 0.18078 8.20344 2.03595 -0.85
C -0.38017 7.13857 1.35239 -0.78
C 0.41627 6.35255 0.52432 0.23
N -0.09785 5.22628 -0.16443 0.11
C -1.37934 5.04275 -0.65403 0.40
C -2.23288 6.12575 -0.90614 -0.74
C -3.50739 5.92499 -1.40393 -0.59
C -3.97761 4.64784 -1.69754 -0.83
C -3.12157 3.58068 -1.51858 -0.54
C -1.83647 3.75529 -1.00201 0.55
C -0.99706 2.53807 -0.87120 0.87
O -1.19339 1.56201 -1.66823 -0.85
O -0.11657 2.45334 0.06600 -1.14
C 1.78554 6.61783 0.39541 0.55
C 2.62669 5.75464 -0.51053 -1.60
H 4.09691 8.78506 1.70143 0.39
H 4.09383 8.31901 0.00192 0.36
H 4.44039 7.11622 1.24026 0.35
H 1.97486 9.29797 2.46478 0.34
H -0.44091 8.81988 2.67414 0.40
H -1.42696 6.89727 1.48125 0.65
H 0.43403 4.38002 -0.04563 0.21
H -1.88285 7.13151 -0.71940 0.61
H -4.14420 6.78576 -1.57432 0.39
H -4.97870 4.49871 -2.08025 0.41
H -3.43252 2.57717 -1.77990 0.43
H 2.07600 5.49714 -1.41633 0.38
H 2.91427 4.81517 -0.02304 0.27
H 3.54619 6.25664 -0.80493 0.44
C -3.86522 -3.08906 3.36811 -1.12
N -3.50992 -1.78920 2.80997 -0.09
C -3.24440 -1.55498 1.52347 0.28
N -3.21504 -2.63429 0.71437 -0.38
S -2.95902 0.01589 0.93216 -0.30
H -3.95336 -2.99129 4.44548 0.34
H -3.08849 -3.82648 3.16446 0.37
H -4.82035 -3.44816 2.97830 0.37
H -3.60503 -0.96520 3.37927 0.30
H -3.54435 -3.53303 1.02555 0.19
H -3.22164 -2.45717 -0.27482 0.26



(2)
84
Properties=species:S:1:pos:R:3:mulliken_charge:R:1 method="wB97M-V/def2-TZVPD" total_charge=+1 homo_energy_ev=-11.38 lumo_ev=-5.65 max_force_ev_per_a=7.86 energy_ha=-10656.87518
N 2.03321 -2.71091 2.11671 -0.46
C 0.97336 -2.89302 1.05848 -1.27
C 1.38063 -1.87337 -0.09189 0.28
C 2.05584 -2.37661 -1.33798 0.88
C 2.35281 -3.92280 -1.55589 -0.19
O 1.48365 -4.74591 -1.59370 -0.39
O 3.73020 -4.27120 -1.70321 -0.06
F 4.49336 -3.39584 -0.97082 -0.10
C 2.40758 -1.32198 -2.38711 0.06
P 3.20612 -1.86435 -4.01438 0.10
S 2.17297 -0.96745 -5.42595 -0.33
C 2.11399 0.10455 -2.10899 0.26
N 1.47534 0.54860 -0.91496 0.23
S 1.19560 2.26636 -0.72617 0.88
O -0.21843 2.55091 -0.98446 -0.35
O 1.51382 2.73803 0.63261 -0.60
C 2.32545 3.27508 -1.86236 0.19
F 3.61928 2.76500 -1.90425 -0.25
F 2.44216 4.51176 -1.22170 -0.13
C 1.69772 3.56279 -3.29658 0.88
F 0.78606 2.59225 -3.71164 -0.18
F 2.75828 3.52057 -4.21757 -0.28
C 1.01346 4.98893 -3.47416 0.38
F 0.33686 4.96383 -4.69634 -0.24
F 0.03677 5.27116 -2.51697 -0.26
F 1.91780 6.02600 -3.57988 -0.21
C 1.08600 -0.39680 0.07846 0.10
C 0.34737 0.00371 1.37426 0.80
C -1.12039 0.32515 1.44333 0.57
C -1.85890 0.71610 2.67595 -1.24
N -1.21786 0.77088 3.89318 -0.26
C 0.12493 0.44315 3.87009 -0.85
C 1.01576 0.07833 2.74248 -0.78
H 2.92824 -3.04219 1.73386 0.20
H 1.78319 -3.22594 2.96647 0.28
H 1.07190 -3.97030 0.71953 0.45
H -0.02934 -2.65855 1.50946 0.34
H 2.93587 -3.27127 -4.17930 0.16
H 4.59679 -1.55731 -4.05037 0.18
H 2.40706 0.82840 -2.93078 0.02
H -1.71255 0.26532 0.47944 0.09
H -2.96676 0.93958 2.63307 0.46
H 0.63952 0.46308 4.87299 0.78
H 2.11766 -0.13660 2.86715 0.42
C -1.60837 -2.16359 6.07866 -0.44
Cl -0.17077 -1.32712 5.47197 0.04
Cl -2.36634 -3.13204 4.80798 -0.14
H -1.31881 -2.81887 6.89719 0.40
H -2.32140 -1.42319 6.43265 0.26
C -2.47909 1.02974 -2.84904 0.58
Cl -3.57523 1.29003 -1.48742 -0.18
Cl -2.19375 -0.69429 -3.12291 -0.11
H -2.92091 1.46008 -3.74525 0.42
H -1.53065 1.51578 -2.63504 -0.65
C -5.62923 -1.81538 -5.47295 -0.26
Cl -5.88911 -1.25725 -3.81556 -0.13
Cl -4.28573 -0.95649 -6.23624 -0.14
H -5.40327 -2.87886 -5.45578 0.24
H -6.53357 -1.63911 -6.05041 0.29
C -2.64039 -4.39849 -0.23460 0.23
Cl -2.89717 -3.83809 1.42189 -0.10
Cl -1.29692 -3.53544 -0.99932 -0.04
H -2.41052 -5.46471 -0.21735 -0.46
H -3.54606 -4.22395 -0.81170 0.44
C 3.51195 7.39146 -0.03358 0.37
Cl 3.46115 8.96828 -0.82831 -0.16
Cl 4.99948 7.19065 0.89948 -0.16
H 2.66004 7.30648 0.63739 0.19
H 3.46397 6.61395 -0.79112 -0.23
C -1.56377 -7.89197 -1.68565 -0.06
Cl -2.66210 -7.64736 -0.31829 -0.19
Cl -1.26378 -9.60822 -1.96687 -0.15
H -2.01113 -7.46071 -2.57837 0.28
H -0.61815 -7.39878 -1.47080 0.11
C -0.74304 1.33582 8.51422 -0.36
Cl -1.09108 -0.36254 8.86104 -0.15
Cl -0.05236 1.53956 6.89837 -0.03
H -1.66790 1.90435 8.57540 0.29
H -0.03275 1.70576 9.24969 0.33
C -1.38885 5.47002 1.25998 -0.53
Cl -1.78345 3.79780 1.67305 -0.06
Cl -0.67808 5.58185 -0.35603 0.09
H -2.29915 6.06443 1.28700 0.36
H -0.67608 5.85330 1.98656 0.27



(3)
90
Properties=species:S:1:pos:R:3:mulliken_charge:R:1 method="wB97M-V/def2-TZVPD" total_charge=+1 homo_energy_ev=-11.27 lumo_ev=-3.99 max_force_ev_per_a=8.12 energy_ha=-17964.33625
C 6.30754 2.27763 0.13107 -0.30
C 5.42437 3.27219 -0.82935 0.00
P 5.31677 5.00725 -0.00595 -0.11
C 7.18118 5.55019 0.14676 -0.78
N 4.75922 4.92074 1.68578 0.37
C 5.47799 5.21525 3.00426 0.05
C 4.46567 5.00826 4.28025 -0.45
N 3.16954 4.54863 3.64999 0.05
C 3.37899 4.51311 2.15168 -0.49
C 2.02275 4.05997 1.34874 0.41
C 0.63472 4.84618 1.66540 -0.45
C -0.85352 4.51986 1.00467 -0.43
C -0.75882 3.22899 -0.05625 -0.43
C 0.72663 2.58985 -0.24707 -0.48
N 2.03601 2.92847 0.37883 0.04
H 5.93607 2.28365 1.26441 0.06
H 6.14418 1.17024 -0.27658 0.30
H 7.45532 2.52291 0.05349 -0.10
H 4.31987 2.91227 -0.98682 0.23
H 5.94535 3.43314 -1.88964 0.03
H 7.84794 5.09375 -0.72922 0.26
H 7.30888 6.72257 0.15036 0.34
H 7.67971 5.13861 1.14958 0.17
H 6.60136 5.54017 3.09860 0.34
H 4.60387 5.14848 5.43398 0.34
H 2.24269 4.27875 4.04590 0.31
H 0.68994 5.73843 2.44942 0.31
H -1.84583 5.08005 1.26877 0.36
H -1.71272 2.82143 -0.62174 0.47
H 0.76199 1.66334 -1.00265 0.30
C -2.32351 0.68599 2.54288 -0.23
Cl -2.14285 -1.07657 2.55081 0.01
Cl -1.16705 1.42493 1.42220 0.08
Cl -3.98183 1.13947 2.11418 -0.06
H -2.11391 1.05815 3.54896 0.30
C 10.62588 3.39978 0.51499 -0.03
Cl 9.52692 2.83358 1.78426 -0.10
Cl 10.61934 2.28048 -0.85850 -0.10
Cl 10.18068 5.03223 -0.01070 -0.10
H 11.63802 3.43446 0.92612 0.37
C -4.12221 -3.53488 5.03157 0.72
Cl -5.80078 -3.77899 4.51957 -0.13
Cl -4.04277 -2.38174 6.37444 -0.14
Cl -3.38150 -5.07738 5.49149 -0.10
H -3.56189 -3.12147 4.18909 -0.35
C 5.91412 1.97470 -4.63234 0.11
Cl 7.43271 2.54726 -3.92144 -0.12
Cl 6.01463 1.97913 -6.40130 -0.12
Cl 5.52020 0.35350 -4.03568 -0.11
H 5.11443 2.65619 -4.33117 0.27
C -3.99709 -5.63588 1.64504 -0.05
Cl -2.69446 -4.43573 1.59889 -0.10
Cl -4.32545 -6.26053 0.01982 -0.03
Cl -3.58483 -6.95935 2.74864 -0.12
H -4.90208 -5.14773 2.01567 0.23
C 0.79092 -3.13732 1.40162 0.56
Cl 1.28303 -3.39484 3.08413 -0.10
Cl 0.79326 -1.40927 1.01022 -0.03
Cl 1.85551 -4.02636 0.29903 -0.12
H -0.22664 -3.51688 1.27853 -0.27
C -5.20908 -9.11232 -2.92338 -0.04
Cl -4.71697 -9.36984 -1.24087 -0.10
Cl -5.20674 -7.38427 -3.31478 -0.03
Cl -4.14449 -10.00136 -4.02597 -0.13
H -6.22664 -9.49188 -3.04647 0.30
C -6.38058 -4.10585 -5.68550 0.54
Cl -7.21726 -2.86267 -4.74009 -0.11
Cl -7.52017 -4.95466 -6.74390 -0.12
Cl -5.06752 -3.38758 -6.63387 -0.12
H -5.94766 -4.83205 -4.99278 -0.19
C -7.82055 0.99245 -0.03680 0.18
Cl -6.65815 1.63734 -1.20823 -0.13
Cl -8.11931 -0.72764 -0.33912 -0.07
Cl -7.23899 1.24136 1.61828 -0.15
H -8.76384 1.53177 -0.15508 0.19
C -12.06015 -0.51666 -1.54843 0.03
Cl -10.75752 0.68350 -1.59458 -0.12
Cl -12.38850 -1.14131 -3.17365 -0.11
Cl -11.64789 -1.84013 -0.44483 -0.11
H -12.96514 -0.02851 -1.17780 0.30
C 3.21953 0.75351 3.27291 0.12
Cl 3.57822 0.90315 5.00157 -0.13
Cl 3.78385 2.18486 2.39419 0.18
Cl 3.95689 -0.71464 2.60935 -0.11
H 2.13583 0.67980 3.15121 0.03
C -1.65394 -6.01240 -5.69777 -0.04
Cl -2.37562 -7.52594 -5.12533 -0.05
Cl -1.69818 -5.93217 -7.46722 -0.12
Cl -2.48883 -4.61864 -4.99076 -0.11
H -0.60910 -5.98652 -5.37792 0.32